171
Properties=species:S:1:pos:R:3:mulliken_charge:R:1 method="wB97M-V/def2-TZVPD" multiplicity=1 homo_lumo_gap_ev=9.6 relative_energy_ev=0.610
O -1.342 -0.618 0.268 -0.17
C -0.553 -0.339 1.121 0.31
O -0.186 0.954 1.392 0.08
C -0.947 2.017 0.669 0.46
C 0.063 3.133 0.307 1.32
C 0.219 -1.387 1.935 0.33
H -1.729 2.344 1.372 -0.06
H -1.360 1.646 -0.262 -0.60
H 0.829 2.666 -0.265 -0.66
H 0.447 3.513 1.270 -0.82
H -0.410 3.960 -0.274 -0.07
H -0.468 -2.227 1.884 -0.15
H 0.391 -0.972 2.889 0.54
H 1.124 -1.577 1.480 -0.65
O 0.377 -2.834 -2.387 -0.46
C 1.552 -2.664 -2.377 0.33
O 2.435 -3.574 -2.743 -0.36
C 1.786 -4.799 -3.226 0.56
C 2.882 -5.592 -3.977 -1.36
C 2.159 -1.338 -1.876 -0.40
H 0.858 -4.617 -3.796 0.38
H 1.513 -5.330 -2.301 -0.38
H 3.611 -5.884 -3.269 0.30
H 3.307 -4.910 -4.725 0.33
H 2.480 -6.500 -4.503 0.36
H 1.718 -1.060 -0.904 -0.19
H 1.914 -0.627 -2.622 0.59
H 3.229 -1.426 -1.818 0.34
N 1.056 4.928 4.528 -0.59
C 1.206 3.706 5.080 -0.42
C 0.286 2.653 4.935 -0.32
C -0.789 2.845 4.101 -0.01
C -0.905 4.096 3.480 -0.25
C 0.001 5.105 3.747 -0.46
H 1.979 3.508 5.800 0.42
H 0.434 1.674 5.431 0.38
H -1.568 2.070 4.014 0.37
H -1.674 4.214 2.712 0.29
H -0.093 5.998 3.139 0.63
N -1.581 6.253 -4.154 -0.46
C -0.821 5.670 -3.226 0.23
C 0.471 5.296 -3.384 0.24
C 1.075 5.536 -4.632 -0.67
C 0.288 6.147 -5.600 -0.50
C -1.018 6.483 -5.328 -0.38
H -1.351 5.503 -2.252 -0.03
H 1.016 5.114 -2.461 0.50
H 2.137 5.311 -4.743 0.38
H 0.741 6.635 -6.505 0.29
H -1.639 7.020 -6.037 0.40
N -1.681 2.357 -3.206 0.26
C -0.972 1.261 -3.073 -0.10
C -0.949 0.339 -4.151 -0.44
C -1.576 0.666 -5.328 -0.36
C -2.399 1.766 -5.424 -1.05
C -2.401 2.615 -4.296 -0.34
H -0.447 1.076 -2.115 0.64
H -0.428 -0.612 -4.119 0.21
H -1.472 -0.062 -6.133 0.37
H -2.908 2.057 -6.322 0.50
H -2.864 3.611 -4.266 0.34
N -6.806 -0.763 -0.514 -0.61
C -6.311 -0.657 -1.760 -0.68
C -4.989 -0.423 -1.977 -0.41
C -4.119 -0.190 -0.980 0.90
C -4.634 -0.265 0.312 0.04
C -6.018 -0.453 0.517 -0.67
H -7.082 -0.810 -2.545 0.39
H -4.551 -0.441 -3.008 0.34
H -3.049 -0.020 -1.129 -0.09
H -3.967 0.034 1.160 0.38
H -6.537 -0.441 1.467 0.46
N 1.364 6.951 1.319 -0.44
C 1.269 7.349 0.048 -0.39
C 2.218 7.074 -0.921 -0.68
C 3.281 6.222 -0.643 -0.15
C 3.419 5.833 0.687 -0.25
C 2.457 6.208 1.629 -0.51
H 0.459 8.009 -0.232 0.41
H 1.976 7.280 -1.908 0.69
H 3.946 5.981 -1.470 0.45
H 4.264 5.221 1.000 0.38
H 2.573 5.981 2.705 0.53
N -3.809 4.973 0.550 -0.52
C -4.414 3.970 1.200 -0.65
C -5.398 3.215 0.564 -0.23
C -5.621 3.364 -0.794 0.00
C -4.970 4.378 -1.429 -0.46
C -4.066 5.207 -0.732 -0.54
H -4.178 3.847 2.211 0.57
H -6.020 2.543 1.135 0.46
H -6.352 2.701 -1.306 0.37
H -5.129 4.575 -2.476 0.39
H -3.537 6.024 -1.186 0.64
N 3.296 -2.571 1.329 0.43
C 2.800 -3.771 0.961 -0.32
C 3.529 -4.621 0.176 -0.67
C 4.804 -4.297 -0.215 -0.39
C 5.365 -3.127 0.281 -0.84
C 4.541 -2.229 0.989 -0.28
H 1.776 -3.958 1.068 0.83
H 3.070 -5.551 -0.122 0.22
H 5.473 -4.971 -0.776 0.38
H 6.386 -2.875 0.068 0.42
H 4.855 -1.289 1.397 0.16
N -3.248 -1.686 3.167 -0.16
C -3.447 -2.762 2.440 -0.03
C -2.880 -3.984 2.802 -0.65
C -2.210 -4.060 4.005 -0.17
C -2.051 -2.923 4.771 -0.52
C -2.641 -1.730 4.336 -0.50
H -4.009 -2.683 1.539 0.43
H -3.082 -4.877 2.170 0.34
H -1.767 -4.991 4.391 0.41
H -1.543 -2.993 5.734 0.44
H -2.684 -0.831 4.915 0.49
N 4.961 1.001 4.391 -0.59
C 5.120 2.309 4.406 -0.66
C 4.236 3.176 3.761 -0.50
C 3.274 2.681 2.921 0.42
C 3.197 1.282 2.823 0.26
C 4.023 0.476 3.548 -0.59
H 5.812 2.666 5.142 0.40
H 4.293 4.270 3.867 0.32
H 2.554 3.284 2.430 0.11
H 2.484 0.873 2.131 0.09
H 4.022 -0.596 3.558 0.73
N 2.247 -6.142 4.144 -0.62
C 2.980 -6.099 5.256 -0.49
C 3.133 -4.951 5.969 -0.47
C 2.348 -3.818 5.593 -0.94
C 1.490 -3.943 4.517 0.52
C 1.503 -5.090 3.777 -0.13
H 3.560 -7.020 5.407 0.37
H 3.710 -4.993 6.867 0.43
H 2.463 -2.906 6.121 0.49
H 0.823 -3.147 4.372 0.40
H 0.862 -5.283 2.914 0.47
N 0.266 -5.540 0.198 0.42
C 0.722 -6.758 0.030 -0.42
C 0.225 -7.581 -0.992 -0.93
C -0.814 -7.146 -1.758 -0.77
C -1.255 -5.817 -1.591 -0.58
C -0.727 -5.110 -0.568 -0.51
H 1.537 -7.047 0.664 0.49
H 0.570 -8.640 -1.138 0.37
H -1.201 -7.817 -2.504 0.44
H -1.998 -5.352 -2.211 0.43
H -0.994 -4.094 -0.462 0.99
N -4.128 -3.715 -3.573 -0.44
C -5.206 -4.516 -3.555 -0.66
C -5.661 -5.081 -2.385 -0.45
C -4.988 -4.726 -1.218 -0.16
C -3.937 -3.903 -1.217 0.27
C -3.472 -3.421 -2.446 -0.71
H -5.773 -4.690 -4.439 0.41
H -6.597 -5.638 -2.116 0.31
H -5.335 -5.134 -0.240 0.30
H -3.424 -3.673 -0.332 0.14
H -2.582 -2.800 -2.638 0.89
N 2.749 2.061 -2.238 0.02
C 3.527 2.753 -3.069 -0.65
C 4.808 3.174 -2.706 -0.64
C 5.363 2.892 -1.480 -0.68
C 4.499 2.213 -0.621 -0.63
C 3.246 1.776 -1.050 0.08
H 3.096 3.054 -3.997 0.56
H 5.404 3.565 -3.488 0.50
H 6.320 3.114 -1.160 0.59
H 4.913 1.920 0.360 0.32
H 2.696 1.145 -0.368 0.58